[1]
A cluster of 6 separate species, C4H20O8 in total. Source: the Open Molecules 2025 dataset; level of theory: ωB97M-V with the def2-TZVPD basis set.

The highest occupied orbital energy comes out at -9.6 eV. The total energy comes out at -20850.5691 eV. Its net charge is 0. The calculation puts the HOMO-LUMO gap at 9.9 eV. The structure (SMILES) is OCCO.OCCO.O.O.O.O.

Geometry (Å):
1 O -0.8416 1.5394 2.2692
2 H -0.7750 0.8547 1.6509
3 H -1.2977 2.2422 1.7668
4 O 0.7843 -1.8619 2.1777
5 H 0.8131 -1.1830 2.9075
6 H 0.2211 -2.6000 2.4660
7 O -0.2454 -0.3399 0.3308
8 H -1.0683 -0.5082 -0.1258
9 H -0.0344 -1.1302 0.8346
10 O 1.5437 -0.4752 -1.8307
11 H 2.5060 -0.3527 -1.6574
12 H 1.0158 -0.2146 -1.0704
13 C -2.6042 -1.4638 -1.7402
14 C -1.7616 -2.7295 -1.5743
15 O -2.0074 -3.4928 -2.8085
16 O -2.8314 -0.8340 -0.4759
17 H -3.5389 -1.7460 -2.3141
18 H -2.0620 -0.6174 -2.3338
19 H -2.0354 -3.3496 -0.7749
20 H -0.7203 -2.3803 -1.4800
21 H -1.3166 -3.3009 -3.4715
22 H -3.4124 -0.1639 -0.6231
23 C 1.4393 2.6527 0.2307
24 C 2.4712 1.9838 1.1503
25 O 1.8732 1.8334 2.4374
26 O 2.3192 3.3002 -0.7261
27 H 0.8924 3.3844 0.7898
28 H 0.6377 1.9821 -0.2196
29 H 3.4345 2.4419 1.2033
30 H 2.6947 1.0241 0.7756
31 H 0.9065 1.8266 2.4476
32 H 2.9997 3.6785 -0.2121

=====

[2]
A cluster of 3 separate species, C3H10O3S in total. Source: the Open Molecules 2025 dataset; level of theory: ωB97M-V with the def2-TZVPD basis set.

The highest occupied orbital energy comes out at -9.4 eV. The total energy comes out at -20249.9933 eV. Its net charge is 0. The calculation puts the HOMO-LUMO gap at 9.9 eV. The structure (SMILES) is O=CCCS.O.O.

Geometry (Å):
1 O 2.7274 0.9722 -0.3293
2 C 1.4954 1.2266 -0.3092
3 C 0.3658 0.2503 -0.4589
4 C -0.4718 -0.0460 0.7994
5 S -1.5429 -1.5849 0.3097
6 H 1.2131 2.2085 0.1288
7 H -0.2824 0.5197 -1.2763
8 H 0.7634 -0.6451 -0.8452
9 H -1.1722 0.7036 1.0414
10 H 0.0748 -0.3528 1.6602
11 H -2.5851 -1.3789 1.1453
12 H 2.8255 -1.2167 -0.0151
13 H 2.9747 -2.5777 0.6082
14 O 2.3617 -1.9865 0.1957
15 H -2.9175 0.5619 -0.7163
16 H -3.0902 1.8706 -1.3594
17 O -2.7398 1.4752 -0.5790

=====

[3]
A structure of composition C33H46Br39IN3O3S2. Source: the Open Molecules 2025 dataset; level of theory: ωB97M-V with the def2-TZVPD basis set.

The highest occupied orbital energy comes out at -10.3 eV. The total energy comes out at -2806990.5450 eV. Its net charge is +1. The calculation puts the HOMO-LUMO gap at 5.6 eV.

Geometry (Å):
1 C 0.0923 -4.7949 1.7047
2 C 0.8747 -4.0680 0.5159
3 C 0.2070 -4.2272 -0.9337
4 C -1.3456 -3.8106 -0.9924
5 N -1.6163 -2.7323 -2.0289
6 C -1.6324 -1.4644 -1.2212
7 C -1.8497 -0.1394 -2.0920
8 C -1.2084 1.0960 -1.3151
9 C -1.9106 1.4489 0.0889
10 C -0.9466 1.4018 1.3480
11 C -0.9852 0.3041 2.4286
12 I -2.3851 -1.3308 2.4129
13 C 0.0717 0.5758 3.4903
14 N 0.9526 1.6435 3.4293
15 C 1.9772 1.7298 4.5536
16 C 3.2230 0.8247 4.1283
17 O 2.9206 -0.5936 4.3021
18 N 1.0680 2.6260 2.5526
19 C 0.1000 2.4704 1.5676
20 C 0.1130 3.6527 0.4672
21 C -1.1516 4.6312 0.7039
22 O -1.8184 5.1351 -0.2057
23 O -1.4694 4.8782 2.0882
24 C -2.9763 -3.0094 -2.5773
25 S -3.2400 -3.0720 -4.2288
26 S -4.4697 -3.3202 -1.4789
27 C -5.1586 -1.6344 -1.1206
28 C -6.6506 -1.6821 -0.4798
29 C -6.6519 -2.2233 1.0284
30 H -0.1051 -5.9075 1.4992
31 H -0.9071 -4.2978 1.9792
32 H 0.7277 -4.7591 2.6533
33 H 1.0407 -2.9746 0.7903
34 H 1.9139 -4.5650 0.4644
35 H 0.7557 -3.5200 -1.6520
36 H 0.3619 -5.3010 -1.2730
37 H -1.9751 -4.7543 -1.1613
38 H -1.6084 -3.4349 0.0674
39 H -0.6402 -1.3735 -0.6699
40 H -2.5146 -1.5504 -0.5051
41 H -1.3479 -0.2589 -3.1212
42 H -2.9664 -0.0422 -2.2986
43 H -1.3645 2.0189 -1.9903
44 H -0.0636 1.0157 -1.2034
45 H -2.7142 0.6392 0.2603
46 H -2.5013 2.4321 0.0179
47 H 0.1312 -0.1449 4.3726
48 H 1.4389 1.2907 5.4697
49 H 2.2270 2.8180 4.7516
50 H 3.4520 0.9882 3.0213
51 H 4.1163 1.0476 4.7948
52 H 3.1825 -1.0624 3.4837
53 H 1.0331 4.3326 0.6063
54 H 0.1722 3.2619 -0.5961
55 H -2.3005 4.3928 2.2807
56 H -5.2233 -1.0290 -2.1004
57 H -4.5387 -1.0036 -0.3983
58 H -7.2519 -2.3784 -1.1476
59 H -7.1062 -0.6321 -0.4750
60 H -7.7171 -2.1787 1.4342
61 H -5.9684 -1.5757 1.6730
62 H -6.2767 -3.3031 1.0257
63 C -0.9914 8.1543 -2.1806
64 Br 0.9246 8.3721 -1.9705
65 Br -1.8888 9.8578 -2.4046
66 Br -1.4225 6.9200 -3.6116
67 H -1.3655 7.7156 -1.2572
68 C -1.2557 9.0723 -7.2174
69 Br 0.6583 9.2884 -6.9975
70 Br -2.1550 10.7767 -7.4282
71 Br -1.6813 7.8499 -8.6616
72 H -1.6333 8.6240 -6.2993
73 C -4.2572 4.9414 -5.8852
74 Br -4.3713 3.3437 -4.7903
75 Br -5.1423 6.4515 -5.0521
76 Br -2.4249 5.3565 -6.3655
77 H -4.7891 4.7314 -6.8110
78 C 3.6279 6.7312 0.0272
79 Br 4.1095 4.8508 0.0442
80 Br 3.8515 7.5459 1.7722
81 Br 4.5775 7.7066 -1.3513
82 H 2.5683 6.7860 -0.2169
83 C 0.2727 9.0397 -12.1725
84 Br 0.5146 9.1723 -14.0917
85 Br 1.9354 8.6302 -11.2625
86 Br -0.5762 10.6220 -11.4422
87 H -0.4021 8.2051 -11.9934
88 C -0.9345 -8.5800 -0.3606
89 Br 0.9874 -8.3879 -0.1819
90 Br -1.8243 -6.8619 -0.5206
91 Br -1.4059 -9.7702 -1.8153
92 H -1.2939 -9.0411 0.5574
93 C 2.8994 -7.3697 4.3363
94 Br 3.2800 -8.9670 5.3628
95 Br 2.2477 -7.7998 2.5596
96 Br 1.6956 -6.1774 5.2819
97 H 3.8409 -6.8379 4.2111
98 C 5.3546 -7.5880 8.9788
99 Br 6.0774 -6.8449 7.3388
100 Br 3.6463 -6.7938 9.4382
101 Br 5.2555 -9.5237 8.9133
102 H 6.0494 -7.3323 9.7762
103 C 6.9067 1.9811 -0.8898
104 Br 6.4829 2.2155 -2.7673
105 Br 6.6659 0.1422 -0.3200
106 Br 8.6773 2.6434 -0.4614
107 H 6.1969 2.5835 -0.3264
108 C 2.5289 11.4635 0.7389
109 Br 2.7651 11.5759 -1.1814
110 Br 4.1917 11.0492 1.6431
111 Br 1.6896 13.0563 1.4578
112 H 1.8506 10.6332 0.9279
113 C -1.0549 -9.6960 5.1030
114 Br -1.7393 -9.2180 3.3511
115 Br -2.4786 -9.8700 6.4068
116 Br 0.0596 -11.2813 5.0373
117 H -0.4206 -8.8742 5.4314
118 C -5.5650 -7.4777 0.2846
119 Br -6.8703 -7.0845 -1.0935
120 Br -5.2004 -5.9278 1.3924
121 Br -6.0760 -9.0168 1.3465
122 H -4.6352 -7.7332 -0.2205
123 C 8.4160 -3.2249 1.6194
124 Br 6.4975 -2.9755 1.4643
125 Br 8.8576 -4.9717 2.3340
126 Br 9.3237 -2.8808 -0.0580
127 H 8.7759 -2.4876 2.3341

=====

[4]
A cluster of 10 separate species, C30H80O10 in total. Source: the Open Molecules 2025 dataset; level of theory: ωB97M-V with the def2-TZVPD basis set.

The highest occupied orbital energy comes out at -9.4 eV. The total energy comes out at -52879.3793 eV. Its net charge is 0. The calculation puts the HOMO-LUMO gap at 10.0 eV. The structure (SMILES) is CC(C)O.CC(C)O.CC(C)O.CC(C)O.CC(C)O.CC(C)O.CC(C)O.CC(C)O.CC(C)O.CC(C)O.

Geometry (Å):
1 C 31.3888 -16.5356 -3.2582
2 C 32.0720 -17.4038 -2.2163
3 C 32.4562 -16.5582 -0.9822
4 O 31.1251 -18.4163 -1.8655
5 H 31.9638 -15.6708 -3.5895
6 H 30.4452 -16.1022 -2.9267
7 H 31.2870 -17.1139 -4.1766
8 H 33.0334 -17.8549 -2.4619
9 H 31.5718 -15.9444 -0.8108
10 H 33.2908 -15.9045 -1.2355
11 H 32.8542 -17.1118 -0.1318
12 H 31.5743 -19.0469 -1.2980
13 C 27.8341 -17.6809 -2.5089
14 C 27.6710 -18.9405 -3.4569
15 C 28.0224 -18.6479 -4.9286
16 O 28.5870 -19.8116 -2.9163
17 H 27.5013 -17.7875 -1.4765
18 H 27.2286 -16.8904 -2.9523
19 H 28.8819 -17.4123 -2.3743
20 H 26.6804 -19.3931 -3.4132
21 H 27.9321 -19.6304 -5.3918
22 H 28.9868 -18.1992 -5.1671
23 H 27.1454 -18.1514 -5.3439
24 H 29.3799 -19.3340 -2.6617
25 C 26.9792 -8.7406 -7.8624
26 C 26.0088 -9.5412 -6.9173
27 C 25.4068 -10.7551 -7.5758
28 O 26.9057 -10.0796 -5.9559
29 H 26.4508 -8.2409 -8.6743
30 H 27.6473 -9.4883 -8.2899
31 H 27.6467 -8.0705 -7.3206
32 H 25.2502 -8.8623 -6.5279
33 H 26.1745 -11.3406 -8.0818
34 H 24.6495 -10.4889 -8.3132
35 H 24.9957 -11.4217 -6.8177
36 H 27.4461 -10.7667 -6.3527
37 C 32.8803 -12.7534 -4.5779
38 C 33.8486 -12.2825 -5.6566
39 C 34.1647 -10.8707 -5.4413
40 O 34.9984 -13.0067 -5.3065
41 H 32.6829 -13.7952 -4.8301
42 H 31.9285 -12.2454 -4.4223
43 H 33.3700 -12.8272 -3.6069
44 H 33.3916 -12.5273 -6.6155
45 H 33.3460 -10.2219 -5.7526
46 H 35.0427 -10.4346 -5.9177
47 H 34.3716 -10.7447 -4.3786
48 H 35.5714 -12.3971 -4.8357
49 C 30.4919 -12.9558 -7.4652
50 C 29.1760 -13.2981 -6.7732
51 C 29.2390 -14.5077 -5.7602
52 O 28.8277 -12.1632 -6.0344
53 H 30.9070 -13.6882 -8.1575
54 H 31.2554 -12.5746 -6.7871
55 H 30.2156 -12.0860 -8.0612
56 H 28.4077 -13.3111 -7.5464
57 H 28.4013 -14.4807 -5.0633
58 H 30.0902 -14.1994 -5.1531
59 H 29.4839 -15.5122 -6.1053
60 H 29.2408 -12.1073 -5.1696
61 C 29.8135 -11.5234 -1.4521
62 C 29.2083 -12.5988 -2.2937
63 C 27.6690 -12.8258 -2.1525
64 O 29.4802 -12.1924 -3.5629
65 H 30.8960 -11.6240 -1.5306
66 H 29.4916 -11.6588 -0.4195
67 H 29.6061 -10.5162 -1.8134
68 H 29.8176 -13.4850 -2.1167
69 H 27.3797 -13.1559 -1.1548
70 H 27.2381 -13.5658 -2.8269
71 H 27.2165 -11.8515 -2.3377
72 H 29.1045 -11.3144 -3.4651
73 C 28.2867 -11.3113 -13.1478
74 C 29.0074 -10.4426 -12.1164
75 C 29.1943 -11.1701 -10.8324
76 O 30.1945 -10.0310 -12.7233
77 H 27.3874 -11.8071 -12.7822
78 H 28.9741 -12.0676 -13.5267
79 H 28.0178 -10.7194 -14.0227
80 H 28.4247 -9.5470 -11.9010
81 H 29.5224 -10.5715 -9.9826
82 H 29.6561 -12.1559 -10.8882
83 H 28.2143 -11.5644 -10.5638
84 H 29.9520 -9.3086 -13.3072
85 C 33.2943 -11.5856 -10.9543
86 C 32.6445 -10.4575 -10.0290
87 C 33.6019 -9.6686 -9.1092
88 O 32.1681 -9.4260 -10.9458
89 H 33.9887 -11.1668 -11.6827
90 H 32.5639 -12.1206 -11.5612
91 H 33.9158 -12.2875 -10.3983
92 H 31.8214 -10.9709 -9.5321
93 H 34.2291 -9.0456 -9.7468
94 H 34.0916 -10.4090 -8.4767
95 H 32.9874 -8.9555 -8.5596
96 H 31.5383 -9.8232 -11.5518
97 C 35.5840 -15.6005 -9.3231
98 C 34.2500 -16.1639 -8.9127
99 C 33.3848 -15.1995 -8.0460
100 O 33.4696 -16.4988 -9.9657
101 H 36.4008 -15.8780 -8.6567
102 H 35.5467 -14.5126 -9.3792
103 H 35.8517 -15.9774 -10.3102
104 H 34.4950 -17.0734 -8.3642
105 H 33.8409 -14.9179 -7.0969
106 H 32.4072 -15.6139 -7.7997
107 H 33.2395 -14.2479 -8.5572
108 H 34.0653 -16.9966 -10.5304
109 C 31.2131 -8.7828 -3.6786
110 C 30.1328 -8.6164 -4.7202
111 C 30.4474 -9.1076 -6.1517
112 O 28.9787 -9.3316 -4.1639
113 H 31.5318 -9.8228 -3.7488
114 H 30.7583 -8.6987 -2.6916
115 H 32.0736 -8.1881 -3.9852
116 H 29.9109 -7.5607 -4.8758
117 H 31.3655 -8.5757 -6.4015
118 H 29.6406 -8.8719 -6.8456
119 H 30.8578 -10.1165 -6.1927
120 H 28.3137 -9.4100 -4.8517